A molecular structure, C2I3N3S. Source: the OMol25 dataset; level of theory: ωB97M-V with the def2-TZVPD basis set.

E_tot   -41676.41119 eV
HOMO level (alpha / beta)   -0.3014 / -0.3014 hartree
Kohn-Sham gap (alpha / beta)   7.11 / 7.11 eV

ORCA input file:
```
! RIJCOSX wB97M-V def2-TZVPD def2/J DEFGRID3
* xyz 0 1
I 0.563 -1.414 1.974
I -0.113 2.545 1.137
I -2.518 -0.992 3.299
S 1.118 0.035 -2.287
N 1.159 -0.971 -0.944
N 0.803 1.422 -1.533
N -1.314 -2.045 2.113
C 0.577 1.174 -0.261
C 0.856 -0.167 0.044
*
```

A molecular structure, C2I3O2. Source: the OMol25 dataset; level of theory: ωB97M-V with the def2-TZVPD basis set.

E_tot   -30472.04393 eV
HOMO level   -0.1483 hartree
Kohn-Sham gap   6.78 eV

ORCA input file:
```
! RIJCOSX wB97M-V def2-TZVPD def2/J DEFGRID3
* xyz -1 1
I 1.248 -1.945 0.434
I 1.784 0.720 -1.800
I 1.154 1.328 1.583
O -1.705 -0.866 -0.899
O -1.758 0.701 0.779
C -1.438 -0.058 -0.054
C 0.716 0.120 -0.044
*
```